101
Properties=species:S:1:pos:R:3 method="wB97M-V/def2-TZVPD" homo_ev="-5.741 / -5.818" total_energy_ev=-188847.72769 e_above_lowest_kj_mol=69.7 homo_lumo_gap_ev="7.1 / 7.0" charge=-1 spin_multiplicity=4 s2=3.8006
Cr -0.465 0.876 0.316
O -1.288 -0.914 -4.810
C -2.466 -1.069 -4.121
C -3.509 -1.703 -4.781
C -4.716 -1.898 -4.122
C -4.882 -1.470 -2.809
C -3.836 -0.827 -2.162
C -2.630 -0.613 -2.814
C -1.510 0.146 -2.145
O -1.864 0.718 -0.941
N -0.363 -0.813 -1.986
N 0.346 -0.518 -0.849
C 1.137 -1.410 -0.434
C 1.900 -1.306 0.801
Br 1.489 0.188 1.914
C 2.786 -2.157 1.281
C 3.420 -3.302 0.597
C 4.001 -4.290 1.393
C 4.639 -5.385 0.831
C 4.719 -5.507 -0.550
C 4.168 -4.520 -1.355
C 3.527 -3.427 -0.791
H -0.597 -0.577 -4.220
H -3.356 -2.039 -5.801
H -5.530 -2.395 -4.641
H -5.819 -1.639 -2.291
H -3.931 -0.488 -1.137
H -1.168 0.898 -2.865
H -0.720 -1.759 -1.896
H 1.188 -2.344 -0.980
H 3.093 -2.000 2.310
H 3.937 -4.199 2.473
H 5.076 -6.140 1.472
H 5.222 -6.355 -0.996
H 4.247 -4.593 -2.434
H 3.154 -2.644 -1.439
C -0.404 -6.634 4.769
C -0.827 -5.513 3.845
C -2.024 -5.579 3.135
C -2.424 -4.540 2.303
C -1.620 -3.414 2.174
C -0.432 -3.325 2.885
C -0.041 -4.371 3.711
S -2.056 -2.157 0.980
O -3.502 -2.163 0.959
O -1.394 -2.585 -0.243
N -1.397 -0.830 1.515
C -2.085 -0.276 2.716
C -2.032 1.234 2.733
O -2.535 1.870 3.636
O -1.382 1.771 1.723
H -0.985 -7.539 4.583
H -0.549 -6.353 5.815
H 0.654 -6.875 4.638
H -2.652 -6.460 3.234
H -3.356 -4.588 1.749
H 0.175 -2.427 2.794
H 0.895 -4.299 4.263
H -1.609 -0.603 3.648
H -3.133 -0.555 2.776
C -3.170 4.105 1.208
O -2.074 3.903 0.341
Si -0.468 4.144 0.651
C -0.208 5.930 0.100
C -0.058 4.295 2.466
C 0.467 2.848 -0.351
Si 2.302 2.897 -0.031
C 2.793 2.986 1.798
C 3.242 4.368 -0.743
C 3.227 1.436 -0.799
Si 0.146 3.196 -2.160
C -1.656 3.448 -2.589
C 0.932 4.759 -2.929
C 0.921 1.858 -3.257
H -3.467 5.161 1.237
H -2.953 3.766 2.227
H -4.015 3.523 0.835
H -0.783 6.587 0.769
H -0.574 6.095 -0.920
H 0.844 6.246 0.148
H -0.853 4.869 2.959
H 0.882 4.850 2.587
H 0.014 3.340 2.985
H 1.968 2.775 2.489
H 3.163 3.993 2.031
H 3.597 2.268 2.006
H 2.786 5.322 -0.452
H 3.294 4.340 -1.837
H 4.272 4.355 -0.353
H 2.557 0.620 -1.076
H 3.983 1.037 -0.109
H 3.740 1.754 -1.716
H -1.924 4.481 -2.338
H -2.327 2.800 -2.021
H -1.811 3.300 -3.666
H 1.266 5.505 -2.207
H 0.186 5.238 -3.579
H 1.795 4.496 -3.552
H 0.929 0.855 -2.820
H 1.963 2.133 -3.469
H 0.390 1.809 -4.221

=====

117
Properties=species:S:1:pos:R:3 method="wB97M-V/def2-TZVPD" homo_ev="-15.541 / -15.539" total_energy_ev=-148486.26221 homo_lumo_gap_ev="3.8 / 3.8" charge=+3 spin_multiplicity=2 s2=0.7927
Ir -0.128 0.049 -0.022
Ge -1.931 1.630 -0.478
C -2.811 2.895 0.782
C -2.513 3.038 2.126
C -3.281 3.867 2.926
C -4.318 4.590 2.366
C -4.599 4.477 1.014
C -3.856 3.618 0.223
C -1.162 2.809 -1.900
C -1.692 2.687 -3.180
C -1.277 3.526 -4.200
C -0.318 4.495 -3.949
C 0.215 4.630 -2.677
C -0.200 3.785 -1.660
H -3.133 1.062 -1.223
H -1.691 2.476 2.551
H -3.084 3.951 3.985
H -4.910 5.247 2.986
H -5.397 5.058 0.578
H -4.096 3.513 -0.826
H -2.447 1.935 -3.375
H -1.715 3.431 -5.182
H 0.005 5.151 -4.744
H 0.942 5.402 -2.472
H 0.219 3.893 -0.664
C 2.376 3.642 7.039
Si 1.295 2.710 5.799
C -0.178 3.695 5.134
C 1.006 0.893 6.249
Si 2.671 2.482 3.398
Te 1.822 1.416 1.284
Si 3.071 4.928 2.572
C 4.158 4.699 1.032
C 3.976 5.765 4.010
C 1.346 5.641 2.211
Si 4.857 1.225 4.023
C 5.805 1.187 2.381
C 4.266 -0.478 4.625
C 5.675 2.292 5.358
H 1.813 3.789 7.960
H 2.674 4.627 6.697
H 3.274 3.096 7.312
H -1.043 3.548 5.773
H -0.463 3.407 4.129
H 0.028 4.761 5.130
H 0.189 0.816 6.964
H 1.876 0.457 6.729
H 0.745 0.275 5.396
H 5.153 4.344 1.283
H 4.288 5.653 0.526
H 3.727 4.009 0.313
H 4.888 5.251 4.289
H 3.354 5.863 4.893
H 4.263 6.772 3.718
H 0.698 4.944 1.688
H 1.430 6.529 1.588
H 0.839 5.950 3.119
H 5.205 0.802 1.562
H 6.677 0.543 2.471
H 6.172 2.169 2.097
H 3.542 -0.927 3.954
H 3.826 -0.431 5.616
H 5.109 -1.162 4.692
H 5.878 3.303 5.022
H 6.631 1.859 5.636
H 5.084 2.350 6.265
C 2.881 -0.352 -4.988
N 2.333 -0.722 -3.700
C 1.548 0.061 -2.956
N 1.321 1.317 -3.375
O 1.082 -0.368 -1.878
H 3.545 -1.140 -5.325
H 3.456 0.572 -4.913
H 2.093 -0.226 -5.733
H 2.489 -1.661 -3.368
H 1.619 1.627 -4.283
H 0.642 1.887 -2.895
C 1.629 -2.946 0.521
C 0.527 -2.998 1.579
C 1.087 -2.398 2.868
C 0.144 -4.450 1.850
Si -1.067 -1.910 0.981
C -2.053 -2.896 -0.511
C -1.064 -3.574 -1.446
C -2.839 -1.870 -1.314
C -2.983 -3.926 0.106
C -2.246 -1.384 2.517
C -1.534 -0.372 3.421
C -2.634 -2.599 3.354
C -3.520 -0.729 1.994
H 2.511 -3.471 0.888
H 1.917 -1.918 0.295
H 1.331 -3.428 -0.402
H 2.021 -2.900 3.114
H 0.412 -2.551 3.703
H 1.284 -1.331 2.753
H 1.001 -4.971 2.277
H -0.129 -4.982 0.945
H -0.670 -4.530 2.563
H -0.336 -2.863 -1.832
H -1.614 -3.981 -2.297
H -0.556 -4.409 -0.974
H -2.158 -1.190 -1.830
H -3.517 -1.289 -0.698
H -3.436 -2.383 -2.068
H -2.477 -4.577 0.814
H -3.371 -4.565 -0.688
H -3.831 -3.455 0.592
H -0.798 -0.858 4.051
H -2.262 0.108 4.071
H -1.040 0.394 2.822
H -1.766 -3.068 3.807
H -3.177 -3.342 2.780
H -3.292 -2.275 4.161
H -3.290 0.174 1.426
H -4.159 -0.445 2.829
H -4.094 -1.409 1.374

=====

Values for max |F|, eV/A, ordered as above
1.91; 2.65